No. 1
{"formula": "C41H36NO4", "method": "ωB97M-V/def2-TZVPD", "species": ["C", "C", "C", "C", "C", "C", "C", "C", "C", "C", "C", "N", "C", "C", "H", "H", "H", "H", "H", "H", "H", "H", "H", "H", "H", "H", "H", "H", "H", "H", "H", "H", "H", "H", "C", "C", "C", "C", "C", "C", "C", "O", "C", "C", "C", "C", "C", "C", "C", "O", "H", "H", "H", "H", "H", "H", "H", "H", "C", "C", "C", "C", "C", "C", "C", "O", "C", "C", "C", "C", "C", "C", "C", "O", "H", "H", "H", "H", "H", "H", "H", "H"], "positions_angstrom": [[8.246, -1.993, 3.325], [7.477, -2.790, 2.168], [8.103, -3.230, 0.820], [7.297, -4.009, -0.278], [5.810, -4.286, 0.035], [5.092, -3.854, 1.364], [3.549, -4.210, 1.481], [2.548, -2.966, 1.641], [2.295, -2.723, 3.219], [3.163, -1.546, 3.891], [3.783, -0.478, 2.872], [2.967, -0.381, 1.621], [2.932, -1.658, 0.805], [5.967, -3.133, 2.408], [7.441, -1.636, 4.074], [9.048, -2.626, 3.824], [8.646, -1.030, 2.841], [9.210, -2.969, 0.654], [7.771, -4.348, -1.257], [5.218, -4.855, -0.774], [3.232, -4.855, 0.582], [3.435, -4.904, 2.399], [1.531, -3.323, 1.222], [2.366, -3.691, 3.843], [1.187, -2.401, 3.312], [2.436, -0.956, 4.570], [3.959, -1.958, 4.619], [4.909, -0.610, 2.672], [3.696, 0.552, 3.392], [2.017, 0.005, 1.797], [3.443, 0.322, 1.013], [3.912, -1.708, 0.227], [2.109, -1.481, 0.012], [5.527, -2.821, 3.407], [-4.628, -1.646, 2.998], [-3.359, -2.133, 2.693], [-2.378, -1.271, 2.217], [-2.667, 0.082, 2.033], [-3.945, 0.565, 2.316], [-4.922, -0.300, 2.810], [-4.279, 1.987, 2.078], [-5.393, 2.410, 2.328], [-3.242, 2.885, 1.524], [-3.559, 4.213, 1.241], [-2.586, 5.068, 0.731], [-1.292, 4.602, 0.512], [-0.974, 3.277, 0.788], [-1.951, 2.413, 1.286], [-1.611, 0.996, 1.543], [-0.476, 0.583, 1.347], [-5.391, -2.318, 3.378], [-3.135, -3.186, 2.829], [-1.390, -1.656, 1.986], [-5.914, 0.073, 3.044], [-4.564, 4.585, 1.412], [-2.837, 6.100, 0.506], [-0.533, 5.271, 0.121], [0.035, 2.918, 0.611], [-6.045, 0.838, -1.862], [-5.168, 1.645, -1.140], [-4.133, 2.306, -1.793], [-3.966, 2.154, -3.170], [-4.829, 1.326, -3.888], [-5.877, 0.677, -3.233], [-4.632, 1.117, -5.341], [-5.388, 0.397, -5.970], [-3.498, 1.788, -6.015], [-3.265, 1.554, -7.371], [-2.209, 2.191, -8.015], [-1.388, 3.069, -7.311], [-1.613, 3.300, -5.959], [-2.663, 2.652, -5.305], [-2.872, 2.877, -3.858], [-2.151, 3.642, -3.238], [-6.857, 0.329, -1.353], [-5.292, 1.759, -0.068], [-3.456, 2.938, -1.227], [-6.560, 0.043, -3.789], [-3.903, 0.874, -7.927], [-2.027, 2.004, -9.069], [-0.569, 3.570, -7.816], [-0.968, 3.981, -5.414]], "total_charge": 1, "energy_ev": -52771.7029, "homo_lumo_gap_ev": 7.77, "e_homo_ev": -11.1, "relative_energy_ev": 5.033}

---

No. 2
{"formula": "C20H48F6NO24S8V", "method": "ωB97M-V/def2-TZVPD", "species": ["O", "V", "O", "C", "F", "F", "F", "S", "O", "O", "N", "S", "O", "O", "C", "F", "F", "F", "O", "S", "O", "O", "C", "C", "C", "H", "H", "H", "H", "H", "H", "H", "H", "O", "S", "O", "O", "C", "C", "C", "H", "H", "H", "H", "H", "H", "H", "H", "O", "S", "O", "O", "C", "C", "C", "H", "H", "H", "H", "H", "H", "H", "H", "O", "S", "O", "O", "C", "C", "C", "H", "H", "H", "H", "H", "H", "H", "H", "O", "S", "O", "O", "C", "C", "C", "H", "H", "H", "H", "H", "H", "H", "H", "O", "S", "O", "O", "C", "C", "C", "H", "H", "H", "H", "H", "H", "H", "H"], "positions_angstrom": [[0.324, 1.908, -1.186], [-0.530, 0.591, -1.390], [-0.458, -0.247, -0.056], [-4.025, -0.965, -3.076], [-4.278, 0.023, -2.230], [-4.710, -2.028, -2.719], [-4.362, -0.601, -4.291], [-2.232, -1.393, -3.012], [-1.940, -1.758, -1.654], [-1.962, -2.370, -4.000], [-1.438, 0.061, -3.275], [-1.039, 0.255, -4.856], [0.041, -0.556, -5.305], [-2.199, 0.335, -5.690], [-0.455, 2.004, -4.736], [-0.289, 2.456, -5.958], [-1.402, 2.741, -4.144], [0.681, 2.131, -4.081], [-5.050, -3.663, 2.285], [-3.656, -3.351, 2.246], [-2.905, -3.416, 3.445], [-2.917, -4.297, 1.213], [-3.549, -4.464, -0.051], [-4.621, -5.557, -0.085], [-3.411, -1.768, 1.513], [-2.816, -4.653, -0.832], [-4.055, -3.553, -0.384], [-4.440, -6.345, 0.649], [-4.635, -6.056, -1.055], [-5.611, -5.166, 0.134], [-3.561, -1.021, 2.291], [-4.019, -1.569, 0.641], [-2.342, -1.758, 1.290], [-3.205, 2.617, 1.296], [-3.071, 2.621, -0.111], [-2.399, 1.549, -0.786], [-4.502, 2.640, -0.779], [-5.649, 2.766, 0.080], [-6.213, 1.411, 0.449], [-2.453, 4.127, -0.710], [-6.380, 3.367, -0.464], [-5.462, 3.352, 0.980], [-6.160, 0.703, -0.377], [-7.271, 1.472, 0.709], [-5.677, 1.016, 1.313], [-2.395, 4.061, -1.793], [-1.469, 4.291, -0.274], [-3.159, 4.894, -0.404], [3.694, -5.243, -0.277], [2.900, -6.127, 0.505], [3.501, -7.003, 1.441], [1.864, -5.269, 1.347], [1.193, -4.179, 0.657], [1.016, -3.050, 1.659], [1.828, -7.037, -0.578], [0.234, -4.559, 0.301], [1.814, -3.851, -0.174], [0.186, -3.296, 2.316], [0.817, -2.136, 1.100], [1.972, -2.932, 2.164], [0.819, -6.696, -0.346], [1.777, -8.059, -0.202], [2.138, -6.935, -1.607], [6.369, 4.232, 1.798], [5.365, 3.463, 2.482], [4.686, 4.075, 3.572], [4.322, 2.922, 1.434], [4.029, 3.809, 0.337], [2.959, 3.183, -0.525], [6.119, 1.926, 2.964], [4.947, 3.946, -0.239], [3.772, 4.829, 0.642], [2.444, 3.945, -1.100], [2.252, 2.599, 0.058], [3.490, 2.457, -1.143], [5.418, 1.390, 3.595], [6.959, 2.279, 3.560], [6.466, 1.475, 2.044], [1.405, -0.298, -2.194], [2.679, -0.440, -2.847], [3.395, 0.729, -3.218], [3.544, -1.346, -1.910], [4.246, -0.671, -0.835], [3.377, -0.402, 0.372], [2.560, -1.567, -4.173], [4.662, 0.265, -1.224], [5.126, -1.254, -0.574], [2.967, -1.338, 0.741], [2.597, 0.321, 0.150], [4.023, 0.063, 1.119], [2.142, -1.076, -5.043], [1.969, -2.428, -3.878], [3.576, -1.893, -4.391], [-0.236, 2.397, 1.438], [0.642, 2.131, 2.526], [1.478, 0.989, 2.493], [1.614, 3.346, 2.774], [1.136, 4.689, 2.560], [1.152, 5.470, 3.879], [-0.263, 2.132, 4.045], [0.108, 4.633, 2.196], [1.754, 5.200, 1.828], [1.402, 6.506, 3.649], [1.938, 5.084, 4.528], [0.203, 5.439, 4.409], [-0.749, 3.095, 4.159], [0.468, 1.943, 4.828], [-0.941, 1.282, 4.037]], "total_charge": 0, "energy_ev": -200820.1190, "homo_lumo_gap_ev": 10.00, "e_homo_ev": -10.8, "relative_energy_ev": 0.000}

---

No. 3
{"formula": "C2H11NO3", "method": "ωB97M-V/def2-TZVPD", "species": ["C", "N", "C", "O", "H", "H", "H", "H", "H", "H", "H", "O", "H", "H", "O", "H", "H"], "positions_angstrom": [[-0.766, 0.209, -0.461], [-2.001, -0.508, -0.280], [-1.916, -1.873, -0.784], [-2.840, -2.659, -0.127], [-0.581, 0.444, -1.511], [0.074, -0.412, -0.121], [-0.773, 1.175, 0.025], [-2.133, -0.662, 0.719], [-2.082, -1.851, -1.868], [-0.928, -2.315, -0.596], [-3.708, -2.426, -0.473], [3.059, -0.029, -0.780], [2.205, -0.004, -1.215], [3.269, -0.916, -0.487], [3.279, 4.251, 2.200], [3.919, 4.721, 2.740], [3.708, 4.047, 1.358]], "total_charge": 0, "energy_ev": -9884.2149, "homo_lumo_gap_ev": 10.08, "smiles": "CNCO.O.O", "e_homo_ev": -9.3, "relative_energy_ev": 0.985}

---

No. 4
{"formula": "C26H30N6O3", "method": "ωB97M-V/def2-TZVPD", "species": ["C", "O", "C", "C", "C", "C", "C", "C", "C", "N", "C", "C", "C", "C", "C", "C", "C", "C", "C", "C", "N", "C", "O", "C", "C", "N", "N", "N", "N", "C", "C", "C", "C", "C", "O", "H", "H", "H", "H", "H", "H", "H", "H", "H", "H", "H", "H", "H", "H", "H", "H", "H", "H", "H", "H", "H", "H", "H", "H", "H", "H", "H", "H", "H", "H"], "positions_angstrom": [[-3.115, -2.627, 0.713], [-1.766, -2.248, 0.624], [-0.851, -3.181, 0.206], [-1.200, -4.437, -0.273], [-0.218, -5.342, -0.643], [1.116, -5.013, -0.511], [1.468, -3.762, -0.031], [0.503, -2.824, 0.304], [0.902, -1.446, 0.782], [1.361, -0.516, -0.247], [0.350, -0.166, -1.226], [-0.819, 0.541, -0.604], [-2.095, 0.185, -0.871], [-3.212, 0.843, -0.275], [-4.540, 0.483, -0.528], [-5.588, 1.126, 0.096], [-7.012, 0.744, -0.169], [-5.303, 2.159, 0.998], [-4.009, 2.539, 1.263], [-2.949, 1.888, 0.629], [-1.648, 2.244, 0.854], [-0.537, 1.672, 0.275], [0.565, 2.141, 0.510], [2.608, -0.895, -0.890], [3.692, -1.035, 0.110], [4.438, -2.092, 0.342], [5.276, -1.754, 1.314], [5.084, -0.559, 1.690], [4.086, -0.057, 0.960], [3.614, 1.287, 1.105], [4.361, 2.244, 0.159], [3.961, 3.707, 0.444], [3.564, 4.241, -0.933], [3.101, 2.958, -1.615], [4.034, 1.980, -1.195], [-3.635, -1.769, 1.139], [-3.246, -3.494, 1.368], [-3.541, -2.851, -0.271], [-2.236, -4.726, -0.360], [-0.508, -6.312, -1.019], [1.884, -5.725, -0.771], [2.513, -3.522, 0.103], [1.713, -1.545, 1.510], [0.050, -0.977, 1.278], [0.824, 0.521, -1.938], [-0.012, -1.044, -1.789], [-2.293, -0.630, -1.554], [-4.735, -0.317, -1.228], [-7.561, 1.591, -0.577], [-7.070, -0.080, -0.875], [-7.504, 0.445, 0.756], [-6.120, 2.665, 1.490], [-3.803, 3.340, 1.958], [-1.463, 3.019, 1.481], [2.537, -1.831, -1.467], [2.894, -0.087, -1.571], [3.800, 1.585, 2.139], [2.543, 1.313, 0.881], [5.441, 2.078, 0.262], [4.773, 4.270, 0.898], [3.098, 3.723, 1.108], [2.782, 4.995, -0.885], [4.430, 4.650, -1.455], [3.128, 2.994, -2.705], [2.092, 2.693, -1.271]], "total_charge": 0, "energy_ev": -42531.7389, "homo_lumo_gap_ev": 8.48, "smiles": "COc1ccccc1CN(Cc1cc2cc(C)ccc2[nH]c1=O)Cc1nnnn1C[C@@H]1CCCO1", "e_homo_ev": -8.5, "relative_energy_ev": 2.033}